Entry 1:
# C6H21NO5

A 4-piece molecular cluster, C6H21NO5 overall (ωB97M-V/def2-TZVPD, OMol25).

Structure (XYZ):
```
33
C6H21NO5 ωB97M-V/def2-TZVPD
C -3.11936 -10.97885 7.80713
O -4.12417 -10.09940 7.34520
C -3.94283 -8.80922 7.85931
C -5.13050 -7.91835 7.54754
N -6.23061 -8.18285 8.38694
C -7.57713 -8.15993 7.90075
C -8.14176 -6.68753 7.84325
O -7.72505 -6.06553 9.00077
C -8.01102 -4.72746 9.00112
H -2.11454 -10.65113 7.40245
H -3.28159 -12.00111 7.40554
H -3.01811 -11.03165 8.89888
H -2.93362 -8.42724 7.51162
H -3.86275 -8.89634 8.96714
H -5.43414 -8.09746 6.50295
H -4.80253 -6.86552 7.64858
H -6.15935 -7.80161 9.28165
H -8.25074 -8.76808 8.49673
H -7.54967 -8.56049 6.91068
H -9.19313 -6.61339 7.65482
H -7.66413 -6.15234 6.97543
H -7.71038 -4.23133 9.94508
H -9.07482 -4.45039 8.90437
H -7.54887 -4.14627 8.18369
O -6.89587 -10.67208 9.81341
H -6.32082 -11.41099 9.81896
H -6.35206 -9.94625 9.48333
O -5.77489 -13.39821 8.22277
H -6.51371 -12.80951 7.96220
H -6.10680 -14.11014 8.78915
O -7.49706 -11.30366 6.92558
H -6.70335 -10.95958 6.51437
H -7.59427 -10.89330 7.78813
```

HOMO-LUMO gap ... 0.35855 hartree
LUMO level ... 0.805 eV
Maximum force ... 2.75 eV/A
Calculated total energy ... -18288.930 eV
Highest occupied orbital energy ... -9.0 eV



Entry 2:
# C6H22F6N8O13S2Y

C6H22F6N8O13S2Y as an isolated structure (ωB97M-V/def2-TZVPD, OMol25).

Structure (XYZ):
```
58
C6H22F6N8O13S2Y ωB97M-V/def2-TZVPD
Y -1.80061 15.91304 15.53846
C 1.12596 19.14795 13.82953
F 1.30054 20.12965 12.95445
F 2.27540 18.77764 14.35769
F 0.30984 19.62157 14.78712
S 0.28223 17.69986 13.00771
O -0.75030 18.25709 12.15518
O 1.32474 16.99481 12.30939
O -0.31884 16.98193 14.14355
C -1.20043 18.36434 19.50921
F -0.60541 17.26164 19.95052
F -2.52723 18.25804 19.65535
F -0.80371 19.40541 20.24016
S -0.72816 18.70608 17.74383
O -1.24524 17.49841 17.07414
O -1.39568 19.92077 17.37381
O 0.71425 18.76615 17.81284
O -3.36046 14.06774 15.23746
H -3.32160 13.24017 15.73060
H -3.97312 13.90539 14.51300
O -1.79583 14.65057 17.53970
H -1.90354 14.86165 18.47314
H -1.17803 13.90806 17.51665
O -2.81497 15.91812 13.20283
H -3.68292 16.02629 12.80278
H -2.28008 15.48596 12.52881
C -4.86250 16.51698 17.31719
O -3.80289 16.42815 16.67817
N -6.06555 16.55813 16.69074
N -4.87562 16.54753 18.67241
H -6.03281 16.78699 15.71360
H -6.95232 16.59784 17.15714
H -4.01277 16.47834 19.17504
H -5.73697 16.74371 19.14779
C -3.15466 19.14384 14.45496
O -2.68525 18.06685 14.86075
N -2.66645 20.34821 14.81287
N -4.13727 19.16124 13.49601
H -3.07594 21.18706 14.45246
H -1.80806 20.35013 15.34114
H -4.31504 19.97220 12.93569
H -4.52146 18.27295 13.25479
C 1.70420 15.31233 16.73872
O 0.56913 15.36953 16.22837
N 2.23607 16.29979 17.48004
N 2.52381 14.25566 16.45831
H 1.75821 17.18288 17.66957
H 3.17426 16.10646 17.78212
H 3.50642 14.25028 16.65188
H 2.13120 13.55896 15.85549
C -0.54539 13.18302 13.80241
O -0.83665 14.25594 14.32758
N -0.71048 12.93901 12.47710
N 0.06192 12.17111 14.48084
H -0.34068 12.11146 12.04915
H -1.16399 13.62018 11.90001
H 0.17998 12.22898 15.47694
H 0.52599 11.37842 14.07567
```

HOMO-LUMO gap ... 0.30075 hartree
LUMO level ... -3.208 eV
Maximum force ... 3.05 eV/A
Charge ... +1
Calculated total energy ... -84141.798 eV
Highest occupied orbital energy ... -11.4 eV



Entry 3:
# C6H22N4O5

A 5-piece molecular cluster, C6H22N4O5 overall (ωB97M-V/def2-TZVPD, OMol25).

Structure (XYZ):
```
37
C6H22N4O5 ωB97M-V/def2-TZVPD
N -2.34130 0.94784 1.91905
C -3.25630 0.75584 1.06705
N -3.04130 1.43684 -0.01095
O -4.36330 -0.08416 1.06705
H -2.43030 0.55584 2.88705
H -1.52730 1.66384 1.82105
H -3.44330 1.27884 -0.91995
H -2.13530 1.92984 -0.13795
N 2.68470 0.18584 3.76105
C 1.55270 -0.41716 3.56105
N 1.44770 -0.88916 2.33405
O 0.51570 -0.43816 4.51205
H 3.37570 0.18284 3.01305
H 2.99670 0.43284 4.67705
H 0.56270 -1.33216 2.16605
H 2.20570 -0.95516 1.57005
C 1.59570 -0.98016 -1.29295
C 2.99270 -1.02216 -1.91695
O 3.23070 0.35084 -2.24295
H 1.34070 -0.26216 -0.53395
H 1.27470 -1.99216 -1.05695
H 0.99770 -0.74716 -2.16495
H 2.96570 -1.57416 -2.89295
H 3.79870 -1.48416 -1.35895
H 3.83770 0.32984 -2.97195
C -1.59830 -1.81916 -0.27595
O -1.03330 -1.19916 0.83205
H -2.64830 -2.18816 -0.07095
H -1.07630 -2.67916 -0.68095
H -1.59730 -1.15216 -1.12395
H -1.53730 -0.42916 1.10105
C -0.93830 1.67384 -2.58295
O -1.14230 2.99584 -2.87395
H 0.07170 1.43484 -2.34795
H -1.22730 1.06384 -3.39695
H -1.51230 1.18484 -1.79195
H -0.59830 3.24084 -3.64195
```

HOMO-LUMO gap ... 0.34624 hartree
LUMO level ... 0.196 eV
Maximum force ... 10.71 eV/A
Calculated total energy ... -22773.915 eV
Highest occupied orbital energy ... -9.2 eV



Entry 4:
# C6H22NO5

A 5-piece molecular cluster, C6H22NO5 overall (ωB97M-V/def2-TZVPD, OMol25).

Structure (XYZ):
```
34
C6H22NO5 ωB97M-V/def2-TZVPD
C 1.41578 -1.33208 -1.51035
O 1.81883 -1.05133 -2.91346
C 1.24568 0.12273 -0.95638
C 0.46659 -0.02874 0.30102
C 0.27970 1.45204 0.92086
C -0.85733 2.01256 0.53995
C 1.25499 2.03908 1.84237
N 0.60261 1.06107 -1.96076
H 0.50292 -1.96838 -1.65199
H 2.12282 -1.93309 -1.00002
H 2.09072 -1.85848 -3.28747
H 2.25870 0.40047 -0.86201
H 1.09181 -0.72265 0.92766
H -0.45837 -0.53795 0.27418
H -1.71853 1.54626 -0.10541
H -0.99410 3.08405 0.61520
H 1.55041 1.37542 2.58328
H 0.85064 2.91124 2.48145
H 2.11889 2.47701 1.26441
H 0.87699 2.03545 -1.68283
H 0.85897 0.98985 -3.01990
H -0.51327 0.85416 -1.92429
H -0.34939 -0.32357 2.75873
H -1.81864 -0.51510 2.41203
O -1.24946 -0.56146 3.17046
H -2.92168 -0.00436 -2.54238
H -2.04419 -0.62521 -1.35643
O -1.98265 -0.18702 -2.31624
H 0.61339 -1.72566 3.46197
H 2.10764 -1.38736 3.22129
O 1.19820 -1.30944 2.80064
H -3.84132 -0.80679 0.29724
H -3.32796 -2.08081 -0.39276
O -3.04831 -1.16645 -0.18783
```

HOMO-LUMO gap ... 0.37604 hartree
LUMO level ... -2.688 eV
Maximum force ... 4.35 eV/A
Charge ... +1
Calculated total energy ... -18298.402 eV
Highest occupied orbital energy ... -12.9 eV



Entry 5:
# C6H23NO5

A 6-piece molecular cluster, C6H23NO5 overall (ωB97M-V/def2-TZVPD, OMol25).

Structure (XYZ):
```
35
C6H23NO5 ωB97M-V/def2-TZVPD
C 2.04016 -0.58706 0.95174
C 2.13337 0.77664 0.24557
C 0.83351 1.48984 0.16094
C -0.23514 1.19405 -0.68955
N -0.47781 0.01371 -1.24567
C 0.76308 2.79044 0.89127
C 0.70246 2.55019 2.44122
H 2.89375 -0.84569 1.54980
H 1.21046 -0.64686 1.65966
H 1.94816 -1.47227 0.31818
H 2.86946 1.40635 0.73638
H 2.50802 0.52257 -0.75120
H -0.91360 2.00906 -0.90487
H -1.43299 -0.35039 -1.24719
H 0.23116 -0.70657 -1.19013
H 1.70594 3.31890 0.73291
H -0.07278 3.38961 0.53043
H 0.09968 1.68945 2.71455
H 0.41197 3.47622 2.90920
H 1.74230 2.41782 2.74662
H -2.55762 -3.39468 -0.39981
H -1.13526 -3.43629 -0.85344
O -1.81961 -2.79124 -0.58408
H 0.64732 -3.00204 0.13789
H 1.49908 -4.22909 -0.32503
O 0.63187 -3.81339 -0.37682
H -3.47721 0.92043 -0.56601
H -3.69945 -0.51091 0.04114
O -4.08248 0.17305 -0.52215
H 1.91450 2.04599 -2.34246
H 2.20396 1.00566 -3.33191
O 2.59590 1.82219 -2.98963
H -1.59310 -1.96667 2.45012
H -2.22631 -2.01449 1.05520
O -2.11442 -1.43837 1.83177
```

HOMO-LUMO gap (alpha / beta) ... 0.37907 / 0.28566 hartree
LUMO level (alpha / beta) ... -3.591 / -6.735 eV
Maximum force ... 1.80 eV/A
Charge ... +1
Calculated total energy ... -18314.660 eV
Spin multiplicity ... 2
Highest occupied orbital energy (alpha / beta) ... -13.9 / -14.5 eV



Entry 6:
# C6H23NO7

A 7-piece molecular cluster, C6H23NO7 overall (ωB97M-V/def2-TZVPD, OMol25).

Structure (XYZ):
```
37
C6H23NO7 ωB97M-V/def2-TZVPD
C -0.73347 -0.78318 -1.55675
C -0.76298 0.06715 -0.32295
C 0.23901 -0.05647 0.56051
N 1.48295 -0.66719 0.44693
C -1.84891 1.05688 -0.16892
C -3.33338 0.52045 -0.09472
C -3.43139 -0.79479 0.62129
O -2.58563 -1.37757 1.25626
H -0.60006 -0.16029 -2.44047
H -1.74062 -1.14704 -1.81492
H 0.04481 -1.53805 -1.51547
H 0.08899 0.61527 1.42143
H 1.45701 -1.43652 -0.22923
H 1.88917 -0.88616 1.33320
H -1.88419 1.73623 -1.03984
H -1.68669 1.73618 0.68149
H -3.87576 1.26452 0.48443
H -3.72252 0.41837 -1.11573
H -4.38803 -1.38071 0.66031
O -0.11966 -3.65000 0.51136
H -0.86702 -3.20723 0.09053
H -0.45192 -3.89625 1.39328
O 3.64201 3.12700 -0.23311
H 3.38204 2.96957 0.67013
H 3.09626 2.86275 -0.98584
O 1.29423 2.87697 1.79622
H 1.39909 3.47002 1.04292
H 0.92958 3.43409 2.49531
O 2.49496 -1.23149 -2.79480
H 2.87165 -0.44433 -2.37046
H 3.11255 -1.13199 -3.54159
O 1.97778 1.73469 -1.91144
H 1.28112 2.39353 -1.94581
H 1.69550 1.30360 -1.08289
O -0.10391 -2.93197 3.01538
H 0.40765 -2.12309 2.89982
H -0.65022 -2.74297 3.78414
```

HOMO-LUMO gap ... 0.28894 hartree
LUMO level ... 0.194 eV
Maximum force ... 2.55 eV/A
Calculated total energy ... -22416.292 eV
Highest occupied orbital energy ... -7.7 eV